# 1
5 unconnected molecules or ions with the total composition C25H42N5O5 in a non-equilibrium geometry. Source: the OMol25 dataset; level of theory: ωB97M-V/def2-TZVPD.

```
77
Properties=species:S:1:pos:R:3:forces:R:3:lowdin_charge:R:1
C 2.994451 -8.390143 5.168486 -0.3 -0.2 -0.3 -0.02
H -2.279441 0.243426 1.518676 1.0 0.2 -1.7 0.13
C 3.720293 -7.781319 3.998718 -0.2 -0.2 -0.6 -0.50
C -0.197753 -6.800610 0.567233 -0.3 2.4 2.2 -0.05
H 3.689932 -8.975157 5.773877 0.0 0.2 0.1 0.09
H 2.954285 3.149317 -3.823677 -0.2 0.2 -0.2 0.09
H -2.450532 -2.551705 1.597158 -0.4 -1.8 -0.3 0.06
C -1.533158 0.526842 0.687703 0.2 0.4 -0.1 -0.11
H -2.926407 -3.588178 0.152585 0.1 -0.1 1.9 0.08
H 0.045508 7.412430 -6.418674 -0.2 0.0 0.2 0.09
C -2.726079 -3.631919 1.289304 0.6 -0.2 -0.7 -0.09
H 2.363400 4.833713 -3.668448 0.0 -0.2 -0.2 0.08
H -3.685667 -3.978790 1.819749 1.5 0.6 -0.7 0.09
C 1.749315 3.521420 -2.097815 0.2 0.0 0.4 -0.49
H -3.040868 8.337223 -1.650331 -0.1 0.0 0.2 0.09
C -2.465684 5.635449 -0.957192 0.2 -0.3 -0.3 -0.02
O 1.350845 4.626349 -6.553921 -0.5 0.3 0.2 0.05
C -1.508168 -4.657722 1.481784 1.3 -1.4 0.1 -0.17
H 3.681245 4.247453 -2.634017 -0.1 0.0 0.0 0.08
C 0.394440 3.092074 -2.590822 0.0 -0.1 0.5 -0.01
H -1.038513 -0.414614 0.234632 -0.9 1.4 0.9 0.13
H -0.871797 -3.884947 4.816306 0.9 0.9 -1.5 0.15
C -0.403041 1.457205 1.407070 0.0 -0.2 0.4 -0.07
H -1.629271 4.726127 -5.781172 -0.1 0.2 -0.1 0.08
H -2.002041 4.685485 -1.225205 -0.1 0.2 0.1 0.04
H -0.094301 6.691460 -4.783846 -0.2 0.1 -0.1 0.08
H -3.484588 1.019138 -2.159667 0.4 -0.5 0.8 0.10
C 0.650986 -5.536877 2.771431 -2.1 -0.6 -2.8 -0.04
C -3.747436 7.594310 -2.026547 -0.1 0.0 -0.4 -0.02
H -1.701386 6.291571 -0.534232 -0.2 0.1 0.2 0.09
O -2.129703 2.483729 -0.814571 -0.3 -3.7 1.8 0.00
H 4.473683 -5.975744 4.866030 0.1 -0.1 0.2 0.08
C -2.266069 1.272781 -0.512598 -0.8 1.9 -1.8 -0.40
C -3.056516 6.266616 -2.189773 0.0 -0.3 -0.6 -0.50
N 2.116868 -0.649158 3.268839 -0.9 -3.4 1.5 0.08
H 1.381094 -5.426876 3.645271 -1.1 -0.3 -1.4 0.08
H 0.497661 2.235593 -3.261076 0.0 0.2 -0.2 0.10
C -1.018840 4.785868 -6.685471 0.1 -0.4 -0.1 -0.02
C 0.533168 0.462843 2.229328 -1.1 -1.8 0.5 -0.14
H 1.499730 6.905768 -5.536231 -0.1 0.0 -0.1 0.08
H -0.093926 3.921248 -3.107893 0.0 -0.1 -0.2 0.09
H -4.123574 7.928349 -2.995919 0.1 -0.1 0.1 0.08
H -0.222759 2.799106 -1.739517 0.1 0.1 -0.2 0.04
O 2.024131 3.508669 -0.907842 -0.2 -0.2 -0.3 0.03
H 0.143041 2.136648 0.671746 -0.5 -1.0 1.0 0.11
C 4.849065 -6.831743 4.300646 0.1 0.1 -0.4 -0.02
C 0.845748 -6.670454 1.733577 -3.0 2.7 -0.1 -0.03
C 0.451224 6.668323 -5.730149 0.4 0.0 0.1 -0.02
H -0.936065 3.786841 -7.119068 0.0 0.1 0.0 0.08
O 3.406732 -8.046478 2.852248 0.3 0.2 0.6 0.03
C 0.355350 5.296317 -6.343291 0.5 -0.5 -0.2 -0.51
H 2.536587 -7.603619 5.772483 0.2 -0.1 0.2 0.08
H -2.555355 -0.329833 -1.696287 -1.1 0.4 0.2 0.09
O -2.978241 5.723410 -3.277626 0.1 0.2 0.5 0.05
H 2.994021 -0.988030 3.677164 -0.3 0.9 -0.5 0.18
H -1.498319 -2.733201 3.538171 1.6 -0.4 0.5 0.11
C -0.516090 -4.523241 2.655712 0.6 -2.7 -1.9 -0.13
H 2.207503 -9.052341 4.801363 0.1 0.1 0.0 0.09
H -0.924777 2.126759 2.192697 0.9 -1.0 -1.3 0.15
H 1.738081 -7.378718 1.833893 -1.6 1.2 -0.2 0.07
H -3.251612 5.446294 -0.222876 0.1 0.1 0.1 0.09
H 2.556149 1.314800 2.414958 0.0 -0.9 0.4 0.19
H -2.111842 -5.935918 -0.444596 1.1 0.4 1.4 0.10
N -3.165462 0.442063 -1.356287 2.6 0.9 1.0 0.10
H -4.590659 7.492656 -1.340061 0.1 0.1 0.1 0.09
C 2.749012 3.966244 -3.128921 0.3 0.1 0.4 -0.01
C 0.932258 -1.456633 3.323489 -1.6 3.4 -2.2 -0.22
H 5.279292 -6.471272 3.363691 -0.1 -0.1 0.1 0.09
N -0.139342 -0.735824 2.650776 6.0 2.2 0.6 0.16
N 1.917283 0.537381 2.614795 -5.4 -0.7 -1.4 0.11
C -0.608647 -3.390382 3.806410 -1.4 -1.6 -1.5 -0.12
H 5.627030 -7.347306 4.867422 -0.1 0.1 0.2 0.09
N 0.700717 -2.667525 3.838004 1.2 0.4 0.9 0.07
H -1.489621 5.446732 -7.416308 -0.1 0.1 0.2 0.09
C -1.384452 -5.812738 0.421357 3.5 0.0 3.3 -0.02
H -0.045012 -7.651710 -0.184871 -0.4 1.5 1.2 0.10
H 1.482887 -3.175307 4.292010 -0.9 0.6 -0.6 0.16
```
Positions in Å, forces in eV/Å.

The molar mass is 492.64 g mol⁻¹. As for the lowest unoccupied orbital energy: -0.1067 Eh. The HOMO energy is -10.93 eV. Its net charge is +1.


# 2
A molecular structure, C23H17F6IN3O6S3V in a non-equilibrium geometry. Source: the OMol25 dataset; level of theory: ωB97M-V/def2-TZVPD.

```
60
Properties=species:S:1:pos:R:3:forces:R:3:nbo_charge:R:1
F 3.000402 2.544736 1.071552 0.0 0.0 0.0 -0.29
O 5.132943 -2.370775 0.880176 0.0 0.0 -0.1 -0.85
O 0.813168 -0.325163 1.692954 -0.1 -0.1 0.2 -0.75
C -1.160025 -1.980762 -4.243891 0.0 0.0 0.0 -0.23
V 1.601431 -0.367019 -0.000742 -1.5 0.5 -1.2 0.80
H 0.977492 1.214207 3.551655 0.0 0.0 0.0 0.24
O -1.040540 -1.592086 1.729201 -0.1 0.1 0.0 -0.63
C -3.233615 1.008458 -4.656800 0.0 -0.1 0.0 -0.19
F 4.000827 3.300725 -0.695985 0.0 0.0 0.0 -0.30
H -3.873720 0.233087 -2.765866 0.0 0.0 0.0 0.21
N -2.142080 1.249946 -1.165439 0.1 0.0 0.2 -0.58
S 0.317070 2.119584 -0.406534 0.5 -0.3 0.2 -0.22
C -2.404786 -2.887250 -2.389660 0.0 0.0 0.0 -0.24
C 0.519926 -0.995699 -1.075500 0.3 0.2 0.6 0.12
F 4.397658 -2.420419 3.480920 0.0 0.0 0.0 -0.29
C -1.258875 2.358521 -4.613775 0.0 0.0 0.0 -0.18
C -0.451043 -1.535107 -1.981942 -0.1 -0.2 -0.3 -0.26
C -1.269521 1.558759 -0.191821 -0.2 0.1 -0.1 0.37
H -3.019857 0.866583 -0.847037 0.0 0.0 0.0 0.39
C 0.256282 0.708270 4.182514 0.0 0.0 0.0 -0.19
S 4.226747 0.738454 -0.374830 0.5 0.5 -0.2 2.24
C -2.286041 1.765098 -5.330594 0.0 0.0 0.0 -0.23
C -2.107662 1.438089 -2.570998 0.0 0.0 -0.1 0.23
C -3.142866 0.842111 -3.286795 0.0 0.0 0.0 -0.26
H -1.897342 -1.894799 4.083852 0.0 0.0 0.0 0.24
C -1.528658 -2.288255 -1.499125 0.0 0.0 0.1 -0.12
F 2.330334 -2.565246 2.872357 0.0 0.0 0.0 -0.29
C -0.448613 -0.381416 3.679426 0.0 0.2 -0.1 -0.12
O 5.472073 0.661508 -1.049966 0.0 -0.1 0.0 -0.86
C 0.044603 1.137234 5.484558 0.0 0.0 0.0 -0.26
H -2.900241 -3.216511 -4.451151 0.0 0.0 0.0 0.21
C 3.418533 -1.808764 2.831519 0.0 -0.1 0.1 0.76
F 3.179556 -0.644630 3.408126 0.0 0.0 0.0 -0.29
H -3.229172 -3.482777 -2.017811 0.0 0.0 0.0 0.22
H -0.517217 2.957609 -5.126630 0.0 0.0 0.0 0.22
C 4.086069 2.446413 0.315004 0.0 0.0 0.0 0.75
N -1.754209 1.468571 1.057586 0.0 -0.1 0.0 -0.76
C -0.858173 0.454576 6.286127 0.0 0.0 0.0 -0.12
H -2.252315 -1.171999 6.436729 0.0 0.0 0.0 0.23
H -2.350589 1.893659 -6.403054 0.0 0.0 0.0 0.22
H 0.584835 1.990460 5.872081 0.0 0.0 0.0 0.23
H -1.644278 -2.406028 -0.428222 0.0 0.0 0.0 0.24
C -1.163454 2.210471 -3.236895 0.0 0.0 0.0 -0.27
F 5.157244 2.722908 1.042734 0.0 0.0 0.0 -0.29
H -2.595758 0.953690 1.267566 0.0 0.0 0.0 0.40
I -1.168386 1.084280 8.254671 0.0 0.0 -0.1 0.16
C -0.263841 -0.823425 2.256265 0.1 -0.4 0.2 0.78
O 3.018225 0.550523 -1.197189 0.0 0.0 -0.1 -0.89
C -0.277163 -1.378529 -3.364281 0.0 0.0 0.1 -0.10
H -1.099473 1.603451 1.811135 0.0 0.0 0.0 0.43
C -1.354703 -1.051931 4.492037 -0.1 0.0 0.0 -0.17
O 2.792091 -2.013294 0.214459 -0.2 -0.1 0.1 -0.87
H -1.022682 -1.862223 -5.311274 0.0 0.0 0.0 0.22
H 0.558171 -0.793228 -3.727211 0.0 0.0 0.0 0.22
S 3.947308 -1.609409 1.038780 0.4 -0.3 0.3 2.22
H -4.043114 0.535559 -5.198243 0.0 0.0 0.0 0.22
H -0.361562 2.681377 -2.691919 -0.1 0.0 -0.1 0.25
C -2.217698 -2.739651 -3.758676 0.0 0.0 0.0 -0.19
C -1.556472 -0.643082 5.799912 0.0 0.0 0.0 -0.26
N 4.062756 -0.049438 0.965963 0.1 0.2 0.4 -1.24
```
Positions in Å, forces in eV/Å.

The molar mass is 819.44 g mol⁻¹. As for the lowest unoccupied orbital energy (spin up / spin down): -0.0075 / -0.0076 Eh. The HOMO energy (spin up / spin down) is -8.34 / -8.35 eV. For the relative energy (zero: lowest compared OMol25 entry of this formula, charge and spin), the calculation gives 101.0 kJ/mol.


# 3
13 unconnected molecules or ions with the total composition C28H47N13O2 in a non-equilibrium geometry. Source: the OMol25 dataset; level of theory: ωB97M-V/def2-TZVPD.

```
90
Properties=species:S:1:pos:R:3:forces:R:3:lowdin_charge:R:1
C 5.193759 0.038478 -3.373305 -0.2 2.2 -0.8 -0.27
C -0.009660 -4.606602 3.153212 1.1 0.7 0.2 -0.26
N 5.369074 -1.022655 -3.000830 0.3 -1.2 0.3 0.13
N 3.671912 -1.806965 1.804924 -0.2 0.3 -0.5 0.14
H -3.254641 0.640618 -2.845443 -0.9 -0.5 0.6 0.06
C -2.618133 -1.876249 4.521110 0.0 0.2 1.5 -0.28
H -0.270732 4.015057 -5.056471 0.4 0.1 -1.0 0.07
N -2.884605 2.605854 -4.312185 0.7 0.2 0.6 0.14
C 1.106607 0.142409 3.321858 2.6 2.3 0.8 -0.35
H -1.087560 5.009651 -3.805399 0.5 -0.1 -0.1 0.10
H 0.573757 -0.169122 -0.875917 -0.7 0.2 -0.1 0.05
C -3.459634 -2.619617 -3.152312 -0.1 1.1 1.2 -0.03
H 0.877347 -2.426941 -3.693884 0.0 -0.7 -0.2 0.06
H 2.522423 2.217733 5.393781 -0.2 -0.3 -0.7 0.10
H 1.426089 0.848968 2.516747 -0.4 -0.3 0.0 0.13
N 1.843397 0.413939 4.463683 -2.0 -1.3 -1.2 -0.20
H -4.471465 -2.749364 -2.741708 0.4 0.3 0.2 0.10
H 2.272915 -1.219784 5.674070 0.1 -1.0 0.1 0.08
H -2.848581 2.837501 -1.283742 1.0 0.0 -0.1 0.02
N -3.227692 -1.228096 -3.550524 -0.4 -2.6 0.5 -0.18
H 5.549633 2.168769 -3.921604 0.5 -0.5 0.1 0.08
H 2.250771 4.943252 0.292014 0.2 -0.8 -0.3 0.09
C -1.891458 3.158648 -4.104928 -0.9 -0.1 -1.0 -0.26
H 4.224063 1.735352 -2.866808 -0.3 0.3 -0.3 0.05
H -0.048411 3.614148 -3.379709 1.0 -0.1 0.9 0.02
H 2.082234 -4.424693 3.168023 0.2 -0.3 0.4 0.08
N -0.289774 -2.895133 -0.733739 -1.1 -0.1 0.1 0.16
C 3.812607 3.538844 -0.269224 -0.8 0.4 0.7 -0.25
C 1.572300 -0.527358 -3.689966 0.6 -1.1 -0.6 -0.26
N -3.918419 1.040328 1.066403 0.2 0.8 -0.1 0.16
C -1.250248 -3.436275 -0.381482 1.2 -0.2 0.3 -0.27
C -3.785922 1.973296 0.398367 -0.2 -1.6 0.3 -0.25
C -1.565918 2.485107 2.728343 -0.2 1.8 -1.0 -0.29
C -0.708943 4.021344 -4.092925 -1.7 0.0 0.6 -0.05
H 5.283639 -0.669100 -0.639141 -0.3 0.4 0.2 0.04
H -2.132405 -1.658941 2.451919 0.9 -0.4 -0.1 0.05
H -0.200261 0.087465 0.698961 0.3 -0.1 0.4 0.04
H -3.643659 -1.008647 2.746365 0.0 -0.1 1.0 0.05
H -1.957595 -5.327746 -0.129108 0.2 -1.0 0.0 0.07
H 4.392003 0.754446 -0.019699 -0.1 0.6 0.0 0.02
C -2.103349 1.458138 3.542782 -1.2 -1.4 -1.1 -0.08
C -3.764632 2.832939 -0.745943 -1.7 1.3 -0.8 -0.07
N 4.917454 3.219212 -0.143426 -1.0 0.2 -0.4 0.12
H 5.870119 0.079917 0.858559 -1.1 0.2 -0.6 0.11
N -2.417554 -2.015758 5.658231 -0.2 0.4 -1.8 0.13
C 2.782436 1.492887 4.591336 0.4 -0.8 0.8 -0.06
H -1.302936 -0.052382 -0.601846 1.1 0.1 -0.4 0.08
H 0.995642 -1.648146 -5.367348 0.6 -0.7 1.6 0.11
H 1.301482 -3.187691 2.326671 -0.3 0.3 0.1 0.05
C -0.270280 1.771902 -0.560987 -0.1 -1.9 -0.7 -0.28
C 1.541583 -0.448873 5.590509 -0.6 2.5 1.2 -0.04
H -2.148649 1.695299 4.563272 0.1 0.4 1.4 0.08
H -1.455471 0.635062 3.347700 0.5 -1.0 0.5 0.03
H -4.870609 -0.074823 -2.973556 -0.2 -0.2 0.4 0.09
H 1.169082 -3.198531 4.084029 0.1 0.8 1.0 0.05
N 1.598238 0.485320 -3.152218 0.0 0.3 0.1 0.14
H 3.757142 1.060972 4.872214 -0.1 0.3 -0.2 0.10
N -1.208405 3.323710 2.022617 0.1 -0.3 0.4 0.15
C 1.201263 -3.800023 3.220619 0.1 -0.7 -1.6 -0.07
N -0.974031 -5.211052 3.186854 -1.1 -0.7 -0.2 0.13
C 4.940157 -0.119783 0.254667 1.1 -1.8 0.4 -0.07
O 0.256646 -0.694835 3.210609 -0.8 -0.9 -0.3 -0.02
H 1.669269 0.235002 6.466558 -0.1 -0.8 -0.2 0.10
H 2.848524 1.928179 3.616450 0.3 0.7 -0.4 0.07
C 2.350015 3.989681 -0.273235 1.6 0.2 0.1 -0.07
C 4.129248 -1.071819 1.044184 0.5 0.2 0.6 -0.26
H -3.508191 -2.753312 2.879445 0.6 0.6 0.0 0.09
H 2.087714 4.203387 -1.313403 -0.2 -0.3 0.3 0.06
H -2.205242 0.019106 -4.756015 0.3 1.4 0.1 0.10
C -3.851175 -0.297555 -2.661125 1.7 2.4 -0.9 -0.08
H 0.466004 -0.710857 5.561253 0.9 -0.5 0.0 0.09
H -3.735093 -0.592934 -1.610884 -0.3 0.0 -0.3 0.08
H -2.674898 -2.888925 -2.434590 -0.3 -0.3 -0.1 0.07
N -0.335401 2.820101 -1.006256 -0.1 1.1 -0.1 0.16
H 4.166887 1.368811 -4.627525 -0.6 0.0 -0.3 0.06
O -1.726683 -1.842844 -5.174709 0.3 -0.8 0.2 0.01
C -0.271593 0.307379 -0.358174 -0.7 0.5 0.7 -0.06
H 2.512821 -2.300023 -4.575192 -0.7 0.4 0.6 0.09
C -2.266114 -4.354657 0.165819 -0.5 1.5 0.0 -0.06
H 1.712333 3.214987 0.175995 0.3 0.5 -0.4 0.03
C 1.514084 -1.863429 -4.360118 -0.4 1.8 -1.4 -0.05
H -3.231263 -4.140361 -0.323713 0.3 -0.1 0.4 0.08
H -2.318493 -4.249563 1.270555 0.0 -0.2 -0.8 0.05
C -2.967694 -1.803025 3.106455 -1.4 -0.7 -0.6 -0.09
H -4.116310 3.869196 -0.582386 0.5 -0.5 0.3 0.10
H -3.096552 1.095573 3.178974 0.7 0.8 0.2 0.06
C -2.301958 -1.011271 -4.504718 -0.8 0.4 -0.3 -0.34
H -4.513125 2.422102 -1.434282 0.1 -0.1 0.0 0.09
C 4.780596 1.419925 -3.751695 0.3 -0.7 1.0 -0.06
H -3.431853 -3.234232 -3.982746 0.5 -1.3 -1.7 0.06
```
Positions in Å, forces in eV/Å.

The molar mass is 597.77 g mol⁻¹. As for the lowest unoccupied orbital energy: 0.0142 Eh. The HOMO energy is -9.47 eV.